36
Properties=species:S:1:pos:R:3:nbo_charge:R:1 method="wB97M-V/def2-TZVPD" gap_ev=4.964 lumo_energy_ev=1.51 homo_energy_ev=-3.45 charge=-1
C 0.58 1.39 1.74 0.029
C 1.62 2.26 1.90 -0.333
C 2.99 1.86 1.90 0.284
N 4.14 1.63 1.94 -0.283
C 1.40 3.61 2.32 0.292
N 1.23 4.72 2.68 -0.321
C -0.80 1.82 1.78 -0.103
C -1.19 3.09 1.28 -0.162
C -2.45 3.59 1.56 -0.225
C -3.39 2.80 2.23 -0.194
C -3.05 1.50 2.62 -0.217
C -1.79 0.99 2.36 -0.142
H 0.75 0.32 1.63 0.253
H -0.48 3.64 0.66 0.224
H -2.70 4.61 1.24 0.215
H -4.37 3.21 2.46 0.208
H -3.79 0.86 3.11 0.212
H -1.52 -0.04 2.59 0.237
C 1.58 -1.36 0.11 -0.262
C 0.22 -1.41 -0.39 0.490
O -0.71 -0.83 0.21 -0.684
C 0.07 -2.14 -1.65 -0.320
C 1.10 -3.14 -1.93 0.073
C 1.20 -3.65 -3.31 -0.332
C 0.18 -3.38 -4.18 -0.167
C -0.87 -2.48 -3.84 -0.397
C -0.93 -1.89 -2.58 -0.110
N 2.66 -1.63 -0.65 0.438
O 3.83 -1.36 -0.31 -0.455
O 2.52 -2.23 -1.85 -0.414
H 1.82 -0.92 1.08 0.195
H 1.32 -3.87 -1.12 0.172
H 2.08 -4.24 -3.55 0.203
H 0.15 -3.86 -5.16 0.193
H -1.65 -2.27 -4.58 0.190
H -1.76 -1.23 -2.30 0.213